Here is C12H23BO3 in the gas phase from the Open Molecules 2025 dataset. Energies are from ωB97M-V/def2-TZVPD.

Computed properties:
Strongest force on any atom (eV/A): 1.91
Kohn-Sham gap (eV): 10.19
Multiplicity: 1
SMILES: C#CB(CCCCCOCC)OC[C@@H](C)O
Charge: 0
Total energy (hartree): -721.4800

Each atom is followed by the atoms it is bonded to, with distances in Å.
CARTESIAN COORDINATES (ANGSTROEM)
1 C 3.227 2.025 2.949  C2 1.228, H17 1.121
2 C 2.759 1.848 1.827  C1 1.228, B3 1.616
3 B 2.070 1.092 0.577  C2 1.616, C4 1.605, O12 1.440
4 C 0.487 0.902 0.395  B3 1.605, C5 1.598, H18 1.139, H19 1.141
5 C -0.289 2.195 -0.134  C4 1.598, C6 1.611, H20 1.127, H21 1.137
6 C -1.211 1.818 -1.401  C5 1.611, C7 1.602, H22 1.133, H23 1.132
7 C -2.762 1.697 -1.018  C6 1.602, C8 1.590, H24 1.129, H25 1.134
8 C -3.300 0.201 -1.018  C7 1.590, O9 1.440, H26 1.134, H27 1.140
9 O -4.052 -0.132 0.165  C8 1.440, C10 1.433
10 C -4.746 -1.373 -0.008  O9 1.433, C11 1.591, H28 1.135, H29 1.140
11 C -5.750 -1.684 1.186  C10 1.591, H30 1.135, H31 1.133, H32 1.135
12 O 2.974 0.531 -0.394  B3 1.440, C13 1.467
13 C 3.093 -0.878 -0.005  O12 1.467, C14 1.577, H33 1.140, H34 1.139
14 C 4.275 -1.617 -0.743  C13 1.577, C15 1.588, O16 1.461, H35 1.136
15 C 5.706 -0.990 -0.458  C14 1.588, H36 1.135, H37 1.127, H38 1.135
16 O 4.326 -2.989 -0.244  C14 1.461, H39 0.983
17 H 3.829 2.080 3.893  C1 1.121
18 H 0.335 0.016 -0.305  C4 1.139
19 H 0.073 0.625 1.422  C4 1.141
20 H 0.364 3.092 -0.333  C5 1.127
21 H -1.019 2.484 0.689  C5 1.137
22 H -1.128 2.624 -2.194  C6 1.133
23 H -0.907 0.830 -1.864  C6 1.132
24 H -3.005 2.142 -0.010  C7 1.129
25 H -3.362 2.265 -1.795  C7 1.134
26 H -2.424 -0.514 -1.098  C8 1.134
27 H -3.994 0.047 -1.909  C8 1.140
28 H -4.055 -2.269 -0.106  C10 1.135
29 H -5.370 -1.339 -0.961  C10 1.140
30 H -6.191 -0.700 1.543  C11 1.135
31 H -5.244 -2.251 2.027  C11 1.133
32 H -6.612 -2.317 0.805  C11 1.135
33 H 3.184 -0.893 1.131  C13 1.140
34 H 2.127 -1.375 -0.348  C13 1.139
35 H 4.101 -1.677 -1.864  C14 1.136
36 H 5.932 -1.131 0.645  C15 1.135
37 H 5.798 0.091 -0.766  C15 1.127
38 H 6.477 -1.614 -1.010  C15 1.135
39 H 4.288 -2.862 0.730  O16 0.983